Record 1
{"formula": "C13H12FeN5O2S", "method": "the ωB97M-V functional and the def2-TZVPD basis", "symbols": ["Fe", "S", "O", "O", "N", "N", "N", "N", "N", "C", "C", "C", "C", "C", "C", "C", "C", "C", "C", "C", "C", "C", "H", "H", "H", "H", "H", "H", "H", "H", "H", "H", "H", "H"], "positions_angstrom": [[0.21, -0.24, 0.55], [-1.88, -2.46, -0.76], [-0.96, 0.99, -0.09], [-2.29, 2.77, 0.27], [0.48, -3.41, -2.32], [-0.38, 0.76, 2.44], [1.96, -0.69, -0.54], [-0.31, -2.02, -0.63], [-1.37, 1.68, 2.03], [3.08, 0.01, -0.40], [2.00, -1.85, -1.20], [-1.90, -3.69, -1.93], [3.17, -2.39, -1.69], [-0.71, -4.08, -2.59], [-1.95, -5.73, -3.80], [-3.11, -4.33, -2.22], [4.35, -1.66, -1.53], [0.66, -2.48, -1.38], [-1.59, 1.89, 0.66], [-3.13, -5.33, -3.15], [4.30, -0.44, -0.90], [-0.74, -5.11, -3.53], [5.19, 0.17, -0.78], [-4.02, -4.02, -1.72], [-1.62, 2.43, 2.66], [-1.97, -6.53, -4.52], [1.27, -3.65, -2.90], [3.20, -3.36, -2.17], [5.28, -2.06, -1.90], [3.01, 0.96, 0.11], [0.16, -5.41, -4.04], [-0.79, 0.13, 3.12], [0.39, 1.25, 2.89], [-4.06, -5.83, -3.39]], "s_squared": 8.777, "spin_multiplicity": 6, "total_charge": 2, "homo_energy_ev": [-15.10, -15.24], "orbital_gap_ev": [7.33, 5.69]}

Record 2
{"formula": "C3H42NO16", "method": "the ωB97M-V functional and the def2-TZVPD basis", "symbols": ["O", "O", "O", "O", "O", "O", "O", "O", "O", "O", "O", "O", "O", "O", "O", "O", "N", "C", "C", "C", "H", "H", "H", "H", "H", "H", "H", "H", "H", "H", "H", "H", "H", "H", "H", "H", "H", "H", "H", "H", "H", "H", "H", "H", "H", "H", "H", "H", "H", "H", "H", "H", "H", "H", "H", "H", "H", "H", "H", "H", "H", "H"], "positions_angstrom": [[-1.16, -0.38, -3.28], [2.60, 1.03, -1.64], [3.40, -0.05, 2.98], [0.44, 2.66, -1.02], [0.24, -1.80, 1.78], [-0.95, -4.60, 0.55], [4.23, -0.21, 0.32], [1.66, -1.45, -0.64], [1.96, -4.86, -0.69], [2.98, 2.91, 0.33], [-0.15, 5.37, 1.02], [1.56, 2.22, 3.62], [-1.42, 2.96, 3.84], [-4.38, 0.52, -2.57], [-2.74, -3.17, -1.89], [-0.02, -3.01, -2.82], [-2.05, -0.92, -0.41], [-2.56, 0.44, 0.02], [-2.56, 1.54, -1.02], [-1.88, 0.81, 1.34], [2.89, -5.11, -0.60], [2.03, -0.60, -0.91], [2.73, 0.64, 3.00], [-4.65, 0.23, -3.46], [5.14, 0.11, 0.27], [1.73, -4.46, -1.54], [3.40, -0.49, 3.84], [2.62, 3.28, 1.14], [-1.03, -1.09, -0.20], [-0.83, 1.00, 1.38], [-0.09, -3.69, -3.51], [-0.73, -5.51, 0.76], [0.65, 2.49, 3.41], [-2.50, 1.48, 1.90], [-0.22, -3.95, 0.57], [0.85, -1.95, 1.06], [2.92, 1.28, -0.74], [-3.63, 0.31, 0.30], [3.96, -0.32, 1.25], [3.27, 1.32, -2.26], [0.47, -1.08, 2.36], [-3.68, -0.10, -2.37], [-0.47, 4.75, 0.34], [-1.76, 3.86, 3.76], [1.24, 3.18, -1.13], [-1.02, -1.21, -3.75], [-3.57, 1.92, -1.12], [-2.25, 1.10, -1.97], [-3.28, -3.71, -2.47], [2.05, 3.05, 3.74], [0.80, 5.50, 0.98], [-1.73, -0.02, 2.08], [-1.08, 2.76, 4.71], [0.44, 2.17, -1.85], [-0.31, -0.17, -2.86], [-2.61, -1.64, 0.05], [-2.39, -3.85, -1.29], [3.85, 2.54, 0.53], [-1.84, 2.30, -0.78], [-0.93, -3.11, -2.45], [2.30, -2.15, -0.52], [-1.94, -1.05, -1.43]], "e_above_lowest_kcal_mol": 0.00, "total_charge": 1, "homo_energy_ev": -13.38, "orbital_gap_ev": 10.99}